<a>
Below is C3H7N5 in the gas phase, with properties calculated with wB97M-V/def2-TZVPD.

Computed properties:
LUMO energy in eV: 0.60
Kohn-Sham gap in eV: 9.98
Multiplicity: 1

Geometry as XYZ:
```
15
C3H7N5 wB97M-V/def2-TZVPD
N -3.06 -0.37 0.18
C -1.80 0.55 0.09
C -0.38 0.04 -0.31
N 0.08 -1.04 -0.17
N 1.52 -1.34 -0.04
C 2.15 -0.35 0.09
N 1.73 0.94 0.31
N 0.45 1.18 -0.32
H -2.92 -1.16 0.87
H -3.40 -0.74 -0.75
H -2.16 1.64 -0.45
H -1.66 0.97 1.12
H 3.16 -0.40 0.25
H 1.41 1.19 1.29
H 0.75 1.49 -1.26
```

Results of the Mulliken charge analysis, in e, for atoms 1 through 5: number 1, N, carries -0.57; number 2, C, carries -0.55; number 3, C, carries 0.57; number 4, N, carries -0.30; number 5, N, carries -0.41

=====

<b>
Below is C3H7N5 in the gas phase, with properties calculated with wB97M-V/def2-TZVPD.

Computed properties:
LUMO energy in eV: 0.79
Kohn-Sham gap in eV: 10.06
Multiplicity: 1

Geometry as XYZ:
```
15
C3H7N5 wB97M-V/def2-TZVPD
H -2.93 -0.44 0.35
N -2.29 0.34 0.09
C -1.16 -0.18 -0.24
N -0.91 -1.60 -0.17
N 0.53 -1.75 0.07
C 1.10 -0.37 -0.07
N 2.28 -0.02 0.06
H 2.89 -0.82 0.30
N 0.04 0.45 -0.20
C 0.22 1.88 -0.04
H -1.37 -1.94 0.66
H 0.93 -2.15 -0.81
H -0.25 2.07 0.90
H -0.39 2.42 -0.80
H 1.30 2.12 -0.09
```

Results of the Mulliken charge analysis, in e, for atoms 1 through 5: number 1, H, carries 0.22; number 2, N, carries -0.68; number 3, C, carries 0.49; number 4, N, carries -0.40; number 5, N, carries -0.42

=====

<c>
Below is a molecular structure, C3H7N5, with properties calculated with wB97M-V/def2-TZVPD.

Computed properties:
LUMO energy in eV: 0.30
Kohn-Sham gap in eV: 9.24
Multiplicity: 1

Geometry as XYZ:
```
15
C3H7N5 wB97M-V/def2-TZVPD
C 1.29 -0.02 -0.30
C -0.84 0.81 0.65
C -2.45 -1.38 -1.30
H 2.24 1.80 0.94
H 1.85 0.69 2.10
H 0.79 -0.40 -1.30
H 3.02 -0.87 -0.64
H -1.13 1.34 1.51
H -3.54 -1.79 -0.48
H -2.35 -1.96 -2.30
N 1.41 1.46 1.40
N 0.53 0.71 0.54
N 2.57 -0.21 0.08
N -1.91 0.26 0.15
N -1.48 -0.45 -1.05
```

Results of the Mulliken charge analysis, in e, for atoms 1 through 5: number 1, C, carries 0.13; number 2, C, carries 0.12; number 3, C, carries -0.30; number 4, H, carries 0.34; number 5, H, carries 0.32

=====

<d>
Below is 2 unconnected molecules or ions with the total composition C3H7N5, with properties calculated with wB97M-V/def2-TZVPD.

Computed properties:
LUMO energy in eV: -0.30
Kohn-Sham gap in eV: 8.86
Multiplicity: 1

Geometry as XYZ:
```
15
C3H7N5 wB97M-V/def2-TZVPD
C 1.80 0.23 0.11
C -0.54 0.51 0.37
C -2.58 -0.79 -0.41
H 3.84 0.94 -0.22
H 3.00 1.78 0.94
H 2.62 -1.13 -0.60
H -1.46 0.89 0.84
H -0.43 -1.31 -0.29
H -2.72 -2.28 0.23
H -4.41 0.30 -0.45
N 3.00 0.93 0.58
N 1.70 -0.80 -0.64
N 0.65 0.77 0.68
N -1.15 -0.57 -0.38
N -3.33 0.54 -0.76
```

Results of the Mulliken charge analysis, in e, for atoms 1 through 5: number 1, C, carries 0.54; number 2, C, carries -0.02; number 3, C, carries -0.07; number 4, H, carries 0.27; number 5, H, carries 0.25

=====

Question: which arrangement is favored energetically? Ranking from most to least stable: <b>, <a>, <c>, <d>.

=====

<a>
Below is a molecular structure, C3H7N5, with properties calculated with wB97M-V/def2-TZVPD.

Computed properties:
LUMO energy in eV: 0.98
Kohn-Sham gap in eV: 10.08
Multiplicity: 1

Geometry as XYZ:
```
15
C3H7N5 wB97M-V/def2-TZVPD
C 0.56 0.66 0.70
C 0.48 -0.80 -0.64
C 1.07 0.63 -0.76
N -1.04 -0.70 -0.68
N -0.95 0.80 0.68
N -1.29 0.74 -0.75
N -1.53 -0.54 0.73
N 0.97 -0.74 0.74
H -2.30 0.85 -0.81
H -1.17 -1.16 1.45
H 0.60 -1.37 1.44
H 0.97 1.33 1.45
H 0.80 -1.63 -1.26
H 0.67 1.32 -1.49
H 2.15 0.59 -0.79
```

Results of the Mulliken charge analysis, in e, for atoms 1 through 5: number 1, C, carries -0.20; number 2, C, carries -0.20; number 3, C, carries -0.37; number 4, N, carries -0.09; number 5, N, carries -0.07

=====

<b>
Below is C3H7N5 in the gas phase, with properties calculated with wB97M-V/def2-TZVPD.

Computed properties:
LUMO energy in eV: 0.71
Kohn-Sham gap in eV: 9.17
Multiplicity: 1

Geometry as XYZ:
```
15
C3H7N5 wB97M-V/def2-TZVPD
H 2.92 0.56 -0.68
N 2.47 -0.29 -0.30
C 1.12 -0.33 -0.30
C 0.43 -1.61 0.20
C -0.84 -1.25 0.40
N -1.15 0.07 0.25
N -2.34 0.26 -0.34
N 0.06 0.73 -0.34
N 0.45 1.84 0.50
H 1.10 -2.43 0.38
H -1.72 -1.97 0.42
H -2.78 1.23 -0.48
H -2.42 -0.20 -1.38
H 1.31 2.36 0.02
H 0.93 1.38 1.44
```

Results of the Mulliken charge analysis, in e, for atoms 1 through 5: number 1, H, carries 0.22; number 2, N, carries -0.66; number 3, C, carries 0.41; number 4, C, carries -0.41; number 5, C, carries -0.30

=====

Question: which arrangement is favored energetically? Ranking from most to least stable: <b>, <a>.

=====

<a>
Below is C3H7N5 in the gas phase, with properties calculated with wB97M-V/def2-TZVPD.

Computed properties:
LUMO energy in eV: 1.06
Kohn-Sham gap in eV: 8.98
Multiplicity: 1

Geometry as XYZ:
```
15
C3H7N5 wB97M-V/def2-TZVPD
C -2.58 -0.02 0.03
N -1.18 0.00 -0.08
N -0.49 1.13 0.01
C 0.76 0.72 0.01
N 1.87 1.54 -0.08
C 0.77 -0.71 0.01
N 1.89 -1.53 0.07
N -0.47 -1.13 -0.02
H -2.96 0.90 -0.46
H -2.96 0.05 1.04
H -2.97 -0.91 -0.47
H 1.62 2.53 -0.10
H 2.56 1.34 0.64
H 1.60 -2.49 0.12
H 2.53 -1.40 -0.70
```

Results of the Mulliken charge analysis, in e, for atoms 1 through 5: number 1, C, carries -0.63; number 2, N, carries 1.12; number 3, N, carries -0.97; number 4, C, carries 0.34; number 5, N, carries -0.53

=====

<b>
Below is C3H7N5 in the gas phase, with properties calculated with wB97M-V/def2-TZVPD.

Computed properties:
LUMO energy in eV: 0.57
Kohn-Sham gap in eV: 9.42
Multiplicity: 1

Geometry as XYZ:
```
15
C3H7N5 wB97M-V/def2-TZVPD
H 2.91 0.71 0.00
N 2.69 -0.31 -0.15
C 1.36 -0.46 -0.34
C 0.62 -1.76 -0.09
N -0.51 -1.52 0.34
N -0.67 -0.16 0.22
C -1.98 0.06 -0.35
N 0.36 0.42 -0.53
N 0.61 1.58 0.26
H 0.93 -2.83 0.40
H -2.39 1.00 -0.13
H -2.71 -0.43 0.36
H -2.07 -0.30 -1.37
H 0.59 1.50 1.37
H 0.24 2.49 0.00
```

Results of the Mulliken charge analysis, in e, for atoms 1 through 5: number 1, H, carries 0.28; number 2, N, carries -0.68; number 3, C, carries 0.47; number 4, C, carries -0.17; number 5, N, carries -0.56

=====

Question: which arrangement is favored energetically? Ranking from most to least stable: <a>, <b>.

=====

<a>
Below is a molecular structure, C3H8N2O, with properties calculated with wB97M-V/def2-TZVPD.

Computed properties:
LUMO energy in eV: 0.76
Kohn-Sham gap in eV: 7.76
Multiplicity: 1

Geometry as XYZ:
```
14
C3H8N2O wB97M-V/def2-TZVPD
C -0.50 0.26 -0.20
C -1.97 0.26 0.14
N 0.06 -1.08 -0.20
N 1.47 -1.01 0.02
C 1.37 0.98 -0.05
O 2.08 1.32 -0.97
H -0.32 -1.69 0.54
H -0.40 1.01 -0.99
H 2.00 -1.42 -0.75
H 1.92 -0.87 0.94
H 1.41 1.44 0.95
H -2.32 1.28 0.35
H -2.25 -0.43 0.95
H -2.55 -0.05 -0.74
```

Results of the Mulliken charge analysis, in e, for atoms 1 through 5: number 1, C, carries 0.02; number 2, C, carries -1.10; number 3, N, carries -0.31; number 4, N, carries -0.47; number 5, C, carries 0.12

=====

<b>
Below is 2 unconnected molecules or ions with the total composition C3H8N2O, with properties calculated with wB97M-V/def2-TZVPD.

Computed properties:
LUMO energy in eV: 0.66
Kohn-Sham gap in eV: 9.19
Multiplicity: 1

Geometry as XYZ:
```
14
C3H8N2O wB97M-V/def2-TZVPD
C 0.64 1.57 -1.98
C -0.13 1.11 -0.95
N -0.19 1.97 0.16
H 1.20 2.51 -2.13
H 1.19 0.69 -2.45
H -0.66 0.17 -0.94
H -0.98 1.68 0.86
H -0.38 2.92 -0.25
N -0.35 -2.21 0.59
C 0.07 -1.99 1.99
O 0.86 -2.78 2.46
H -0.78 -1.40 0.12
H -0.03 -3.08 0.09
H -0.46 -1.15 2.44
```

Results of the Mulliken charge analysis, in e, for atoms 1 through 5: number 1, C, carries -0.86; number 2, C, carries 0.35; number 3, N, carries -0.54; number 4, H, carries 0.26; number 5, H, carries 0.19

=====

<c>
Below is 2 unconnected molecules or ions with the total composition C3H8N2O, with properties calculated with wB97M-V/def2-TZVPD.

Computed properties:
LUMO energy in eV: -1.13
Kohn-Sham gap in eV: 7.83
Multiplicity: 1

Geometry as XYZ:
```
14
C3H8N2O wB97M-V/def2-TZVPD
C -0.43 -0.37 1.78
C -0.12 -0.34 0.31
C 0.53 0.95 -0.25
H 0.53 -0.54 2.37
H -1.01 -1.28 1.92
H -0.99 0.57 2.09
H -0.34 1.59 -0.72
H 1.17 0.58 -1.22
H 1.10 2.79 -0.22
H -0.79 -2.20 -2.11
H -0.47 -0.57 -2.31
N -0.48 -1.31 -0.43
N -0.22 -1.45 -1.84
O 1.51 1.58 0.64
```

Results of the Mulliken charge analysis, in e, for atoms 1 through 5: number 1, C, carries -1.03; number 2, C, carries 0.70; number 3, C, carries -0.48; number 4, H, carries 0.25; number 5, H, carries 0.35

=====

Question: which arrangement is favored energetically? Ranking from most to least stable: <b>, <a>, <c>.